C2ClFO2 | the ωB97M-V functional and the def2-TZVPD basis

Positions of all 6 atoms, in Å:
C (0.03, 0.05, -1.00)
C (0.77, -0.15, 0.93)
O (0.39, -0.43, -1.98)
O (1.51, 0.74, 1.30)
F (-1.13, 0.63, -0.77)
Cl (0.24, -1.57, 1.59)

Summary:
- energy (Ha) = -786.55841
- highest occupied orbital energy (spin up / spin down) (eV) = -6.72 / -12.46
- M (g mol⁻¹) = 110.47
- multiplicity = 3
- <S²> = 2.007
- HOMO-LUMO gap (spin up / spin down) (eV) = 6.851 / 9.256
- max |F| (eV/Å) = 5.92